{
  "formula": "C18H28Cl4O8",
  "method": "the ωB97M-V functional and the def2-TZVPD basis",
  "species": ["O", "C", "O", "C", "C", "C", "H", "H", "H", "H", "H", "H", "O", "C", "O", "C", "C", "C", "H", "H", "H", "H", "H", "H", "O", "C", "O", "C", "C", "C", "H", "H", "H", "H", "H", "H", "O", "C", "O", "C", "C", "C", "H", "H", "H", "H", "H", "H", "C", "Cl", "Cl", "H", "H", "C", "Cl", "Cl", "H", "H"],
  "coordinates": [[0.922, -1.888, 1.795], [1.942, -1.317, 1.505], [2.529, -1.374, 0.314], [3.710, -0.602, 0.232], [4.109, -0.503, 1.717], [2.788, -0.495, 2.431], [3.565, 0.412, -0.141], [4.520, -1.075, -0.322], [4.665, 0.422, 1.870], [4.755, -1.334, 1.999], [2.345, 0.501, 2.444], [2.860, -0.913, 3.434], [-2.230, -3.822, 4.569], [-1.803, -3.330, 3.547], [-1.012, -3.998, 2.724], [-0.629, -3.279, 1.610], [-1.097, -1.835, 1.844], [-1.691, -1.838, 3.251], [-1.043, -3.715, 0.701], [0.460, -3.294, 1.564], [-1.842, -1.590, 1.087], [-0.220, -1.188, 1.836], [-2.617, -1.270, 3.342], [-0.961, -1.424, 3.948], [-2.168, -0.607, -2.358], [-1.131, -0.963, -1.811], [-1.184, -1.636, -0.641], [0.142, -1.953, -0.259], [1.106, -1.441, -1.309], [0.221, -0.603, -2.220], [0.212, -3.034, -0.143], [0.323, -1.400, 0.663], [1.642, -2.224, -1.845], [1.813, -0.736, -0.872], [0.566, -0.885, -3.215], [0.424, 0.463, -2.112], [-0.307, 2.664, -3.003], [-1.431, 2.542, -2.483], [-1.591, 2.563, -1.131], [-2.905, 2.180, -0.783], [-3.442, 1.447, -2.052], [-2.780, 2.081, -3.194], [-3.436, 3.097, -0.527], [-2.935, 1.621, 0.153], [-4.532, 1.466, -2.024], [-3.138, 0.405, -1.956], [-3.340, 2.954, -3.532], [-2.533, 1.406, -4.014], [0.386, 1.696, 0.319], [2.079, 1.295, -0.142], [-0.289, 0.455, 1.385], [0.378, 2.636, 0.870], [-0.264, 1.859, -0.540], [0.785, 4.220, -1.820], [1.984, 5.458, -2.141], [0.529, 4.062, -0.091], [-0.161, 4.458, -2.307], [0.955, 3.201, -2.166]],
  "multiplicity": 1,
  "orbital_gap_ha": 0.345,
  "total_charge": 0
}